# 1
DFT (ωB97M-V with the def2-TZVPD basis set) results for a structure of composition C25H32BN2O5Pb at a distorted geometry.

LUMO energy = 2.5 eV
Relative energy (zero: lowest compared OMol25 entry of this formula, charge and spin) = 0.0000 eV
Calculated total energy = -1675.43215 a.u.
Total charge = -1
Gap between HOMO and LUMO = 6.59 eV

```
66
Properties=species:S:1:pos:R:3:forces:R:3
Pb -0.26015 0.58465 1.52223 -0.41 -0.19 0.80
O -1.92121 5.86415 -0.11219 -0.48 -0.66 -0.26
C -0.68096 6.13786 0.27145 0.13 0.03 0.64
C -0.27876 7.48248 0.26324 0.18 -0.26 -0.03
C 1.00334 7.80720 0.65505 0.17 0.22 -0.16
C 1.88149 6.81796 1.10289 0.68 1.15 0.08
C 1.45812 5.51810 1.19341 0.25 -0.92 0.11
C 0.17819 5.13251 0.77982 0.30 0.52 0.32
C -0.24748 3.71563 0.94668 0.79 -0.40 -0.12
O 0.50718 2.86884 1.53245 0.08 0.40 -0.28
N -1.38378 3.42757 0.37053 -0.50 1.11 -0.23
N -1.76590 2.13572 0.39870 -3.25 -1.57 -1.36
C -2.99998 1.93221 -0.12538 2.35 0.93 1.04
C -3.62336 0.67568 -0.40206 -0.04 -0.92 1.17
C -4.79109 0.71458 -1.21994 1.28 -0.54 0.39
C -5.33023 -0.46991 -1.65443 -1.22 -0.02 -0.51
C -4.81192 -1.70581 -1.22811 0.00 -0.33 -0.51
C -3.81466 -1.78147 -0.29327 -0.06 0.00 0.10
C -3.20764 -0.60160 0.25115 -0.34 0.53 -0.17
O -2.42393 -0.71097 1.26532 0.04 0.74 -1.14
H -1.99645 4.83794 -0.03060 -0.03 0.49 -0.09
H -1.00072 8.23166 -0.04458 0.10 -0.09 -0.08
H 1.35702 8.84002 0.58525 -0.20 -0.28 0.11
H 2.89647 7.14301 1.38903 -0.56 -0.48 -0.09
H 2.14122 4.74944 1.58043 -0.47 0.26 -0.19
H -3.57645 2.84856 -0.42236 0.72 -0.72 0.16
H -5.15620 1.69475 -1.52609 -0.05 -0.28 -0.07
H -6.23450 -0.48621 -2.27910 0.52 0.14 0.12
H -5.19130 -2.62647 -1.71567 0.08 0.58 0.60
H -3.51238 -2.74858 0.11344 0.13 0.31 -0.15
C 3.17960 -4.11517 2.41178 -0.38 0.61 0.08
C 2.52005 -3.79344 1.06736 -0.51 0.11 0.17
C 3.25450 -4.57267 -0.02613 0.48 0.85 0.24
O 2.71389 -2.38241 0.79386 -0.19 -0.12 0.18
B 1.49827 -1.78320 0.46665 -0.42 0.33 -0.73
O 0.44722 -2.68149 0.58471 0.82 -0.17 -0.25
C 0.95890 -3.95363 1.06324 -1.09 0.32 0.25
C 0.26749 -4.10230 2.43208 0.65 1.24 0.45
C 0.40804 -5.04136 0.15143 0.41 0.58 0.22
H 4.22560 -3.88019 2.29866 0.53 -0.14 0.02
H 3.06001 -5.15921 2.72039 -0.04 0.18 -0.11
H 2.81884 -3.43717 3.19920 -0.11 -0.36 -0.22
H 4.28298 -4.18665 0.05745 -0.19 -0.30 -0.37
H 2.88510 -4.37173 -1.03487 -0.02 0.00 0.19
H 3.27403 -5.63650 0.17147 -0.11 -0.28 0.01
H 0.51849 -3.23080 3.07770 0.09 -0.56 -0.35
H 0.52721 -5.00263 2.96521 0.07 -0.44 0.12
H -0.80985 -4.01402 2.32186 -0.08 -0.26 -0.29
H 0.71290 -4.92339 -0.87726 0.12 0.08 -0.29
H -0.65991 -4.95902 0.21195 -0.60 -0.14 -0.12
H 0.71830 -6.00514 0.51002 0.11 -0.62 0.13
C 1.40789 1.31506 -1.94600 -0.93 0.35 0.92
C 1.04024 -0.12395 -1.53765 -0.25 -0.03 -1.16
C -0.39581 -0.45617 -1.94375 -0.63 0.65 -0.67
C 1.91305 -1.07584 -2.37369 1.15 0.90 -0.75
C 1.25939 -0.29924 -0.05458 1.43 -0.02 1.34
H 0.99111 1.63403 -2.89787 -0.04 -0.28 -0.33
H 2.48404 1.40605 -1.99047 0.36 0.24 0.12
H 0.98565 2.02592 -1.19553 0.47 -0.38 -0.40
H -0.44633 -0.61350 -3.03399 0.04 -0.08 0.20
H -1.10751 0.36817 -1.76776 0.29 -0.19 0.32
H -0.78292 -1.34816 -1.45755 0.07 -0.13 0.13
H 1.97328 -0.72891 -3.45628 -0.21 -0.57 1.16
H 1.53838 -2.07593 -2.31318 -0.44 -0.78 -0.20
H 2.94620 -1.13859 -1.99240 -0.20 0.28 -0.08
H 2.17767 0.31370 0.22668 -0.81 -0.62 -0.19
```
Forces are in eV/Å.

# 2
DFT (ωB97M-V with the def2-TZVPD basis set) results for a cluster of 4 separate species, C23H35N2O13 in total.

LUMO energy = -4.7 eV
Calculated total energy = -1984.84305 a.u.
Total charge = +1
Gap between HOMO and LUMO = 7.10 eV

```
73
Properties=species:S:1:pos:R:3:forces:R:3
C 7.42515 1.70865 2.89318 0.16 -0.05 0.04
C 7.49935 0.28531 2.32910 -0.19 0.21 -0.26
O 8.72021 0.05655 1.63065 -0.04 -0.25 0.13
C 7.36818 -0.77848 3.40858 -0.19 -0.08 -0.02
N 6.84472 -2.07910 2.94998 -0.25 0.58 -0.07
C 5.48906 -2.37710 3.39524 0.43 -0.43 -0.28
C 4.45535 -1.58204 2.62935 -0.11 0.20 0.07
O 3.11645 -1.93928 3.13064 0.32 -0.07 0.30
C 2.19388 -1.00593 3.08282 0.00 -0.12 0.07
C 1.74043 -0.37640 1.94287 -0.16 0.26 -0.27
C 0.73966 0.57435 2.05953 0.24 -0.03 0.05
C 0.23367 1.24642 0.80719 -0.14 -0.10 -0.36
O -0.14148 0.60844 -0.13257 0.08 0.31 0.55
O 0.17877 2.59715 0.85726 0.10 -0.33 -0.37
C 0.19206 0.88537 3.30812 0.00 0.17 -0.48
C 0.65759 0.22727 4.40732 -0.06 0.19 0.12
N 1.63685 -0.68454 4.26716 -0.05 -0.02 0.08
H 6.45223 2.15917 2.70077 -0.07 0.02 0.03
H 7.59899 1.73532 3.96807 0.10 -0.01 0.05
H 8.18338 2.32544 2.41823 0.01 0.06 -0.05
H 6.67088 0.16762 1.61755 -0.05 -0.09 0.00
H 8.58176 0.18313 0.69012 0.07 0.11 -0.07
H 6.70762 -0.39106 4.18742 0.04 -0.03 0.13
H 8.36043 -0.91963 3.83765 0.03 0.04 0.12
H 6.85438 -2.07273 1.93514 0.29 -0.34 -0.01
H 5.32165 -3.44277 3.23602 -0.20 -0.04 0.08
H 5.40844 -2.18146 4.46234 -0.02 0.01 0.08
H 4.60100 -0.51322 2.79929 -0.05 0.05 -0.07
H 4.49622 -1.79789 1.56335 -0.04 -0.04 -0.06
H 2.15491 -0.63879 0.98045 0.00 -0.03 -0.02
H 0.95790 2.96124 1.29822 -0.16 0.09 0.28
H -0.58420 1.62991 3.39466 -0.05 -0.01 0.12
H 0.27139 0.40907 5.39682 -0.02 -0.16 0.16
H 1.99025 -1.16569 5.08707 0.01 -0.06 0.02
C -0.99867 1.81753 -2.82806 0.17 -0.05 -0.14
C -1.26527 2.31118 -4.22755 -0.05 -0.05 0.14
C -2.61979 1.94482 -4.79851 -0.04 0.06 -0.05
O -2.34799 1.87471 -6.20352 -0.06 -0.06 0.15
C -1.03500 1.56555 -6.35973 0.00 0.00 0.08
O -0.53695 1.23984 -7.38337 0.03 -0.02 -0.09
O -0.38696 1.67535 -5.17533 0.04 0.08 0.00
H -0.06866 2.22760 -2.43947 0.00 0.02 -0.01
H -1.80642 2.11360 -2.15871 -0.01 0.02 0.00
H -0.91028 0.73204 -2.81974 -0.11 -0.02 0.00
H -1.09954 3.38949 -4.29951 -0.03 0.01 -0.03
H -3.39130 2.68566 -4.60456 0.00 0.03 -0.11
H -2.95817 0.96273 -4.45723 0.03 0.00 0.05
C -4.86467 -2.19332 4.17305 0.03 0.25 -0.03
C -3.46438 -2.36931 4.69945 -0.18 -0.09 0.02
C -3.34884 -3.11203 6.01519 0.00 -0.01 0.00
O -2.15984 -2.53059 6.58626 -0.07 -0.07 0.04
C -2.03179 -1.29372 6.08952 -0.19 0.04 0.10
O -1.27346 -0.46882 6.51253 0.16 -0.05 -0.11
O -2.86800 -1.09407 5.05676 0.11 -0.03 -0.14
H -4.85605 -1.77517 3.16796 0.01 -0.02 0.00
H -5.37435 -3.15580 4.13795 0.01 -0.02 0.00
H -5.42827 -1.51487 4.81303 -0.02 -0.08 0.08
H -2.81860 -2.82566 3.94469 0.03 0.00 0.02
H -3.22273 -4.18471 5.90602 0.13 0.01 0.03
H -4.18642 -2.90505 6.68323 -0.03 0.02 -0.03
C -4.58603 1.58754 -8.41280 -0.13 0.23 -0.11
C -5.60473 0.90543 -7.53942 0.12 -0.03 -0.11
C -6.03793 -0.47184 -7.99740 -0.03 -0.03 0.03
O -7.37105 -0.55982 -7.48040 0.04 -0.05 -0.08
C -7.85933 0.70061 -7.36873 0.09 0.02 0.00
O -8.99142 0.97085 -7.14677 -0.09 0.01 0.03
O -6.86420 1.60361 -7.54251 0.03 0.04 0.08
H -4.22467 2.50061 -7.94634 0.03 0.00 0.00
H -3.73029 0.93259 -8.57458 0.03 0.00 0.03
H -5.02142 1.85475 -9.37606 -0.04 -0.14 -0.02
H -5.25707 0.86999 -6.50175 -0.01 -0.05 0.01
H -5.43032 -1.27879 -7.59665 -0.08 -0.03 0.06
H -6.07624 -0.54678 -9.08656 0.03 0.03 -0.02
```
Forces are in eV/Å.

# 3
DFT (ωB97M-V with the def2-TZVPD basis set) results for the ion C18H17F6N2O with charge +1 at a distorted geometry.

Structure (SMILES) = C[N+](C)(NC=O)C(c1ccc(C(F)(F)F)cc1)c1ccc(C(F)(F)F)cc1
LUMO energy = -3.9 eV
Relative energy (zero: lowest compared OMol25 entry of this formula, charge and spin) = 0.1566 eV
Calculated total energy = -1479.74967 a.u.
Total charge = +1
Gap between HOMO and LUMO = 9.30 eV

```
44
Properties=species:S:1:pos:R:3:forces:R:3
C 0.29556 -1.12269 -2.87655 0.10 -0.27 0.03
N 0.44728 0.06707 -1.92784 1.34 0.00 1.46
C 0.29501 1.33881 -2.77561 -0.25 0.65 0.15
N 1.77579 0.07213 -1.39995 0.29 -0.19 -0.22
C 2.83064 0.25195 -2.22725 0.29 0.43 -3.07
O 2.71377 0.48929 -3.44840 0.78 -0.98 2.76
C -0.53808 0.02626 -0.59486 -2.91 0.22 -0.65
C -0.71357 -1.28757 0.23086 -0.03 -0.49 -0.51
C -1.22356 -2.41452 -0.43908 0.15 -0.40 -0.51
C -1.07912 -3.70857 0.06668 -0.30 0.25 -0.12
C -0.53776 -3.89993 1.32588 0.23 0.17 -0.26
C -0.23439 -5.28159 1.82292 0.21 -1.54 0.67
F 0.95804 -5.32322 2.50328 -1.23 0.11 -0.75
F -0.15295 -6.18322 0.79275 -0.07 0.95 1.09
F -1.19821 -5.74044 2.68887 1.00 0.53 -0.95
C -0.31766 -2.79412 2.12913 -0.45 0.66 -0.22
C -0.51502 -1.49995 1.62161 0.67 0.33 -0.03
C -0.53279 1.28329 0.28376 0.09 0.68 -0.78
C 0.33755 1.42914 1.36073 0.35 -0.09 0.19
C 0.43730 2.62912 2.07422 0.27 -0.47 -0.27
C -0.29542 3.73352 1.68814 -0.25 -0.38 0.17
C -0.14120 5.04776 2.39035 0.05 1.53 0.87
F -0.16322 6.08859 1.49485 0.08 -1.09 0.91
F -1.15294 5.28044 3.28960 0.91 -0.34 -0.99
F 1.02452 5.12053 3.09803 -1.01 -0.08 -0.79
C -1.26556 3.58927 0.70883 -0.11 -0.42 -0.51
C -1.39950 2.37778 0.02542 -0.10 -0.17 -0.21
H -0.38925 -0.82386 -3.67941 0.12 -0.32 0.44
H 1.29259 -1.28252 -3.30214 -0.48 0.03 -0.01
H -0.04738 -2.03431 -2.36694 0.30 0.65 -0.06
H -0.17304 1.06233 -3.72084 -0.07 0.18 0.34
H -0.24986 2.15196 -2.27595 0.07 -0.66 0.16
H 1.31372 1.65760 -3.01100 -0.78 0.15 0.06
H 1.91814 -0.02609 -0.40640 -0.35 -0.09 0.03
H 3.80075 0.14626 -1.74258 0.10 0.11 0.25
H -1.36472 0.06416 -1.33609 -0.58 0.15 1.33
H -1.76733 -2.31298 -1.38885 0.54 0.06 0.32
H -1.37823 -4.56629 -0.52600 -0.06 0.16 0.04
H -0.00284 -2.92141 3.15528 -0.14 0.05 0.08
H -0.54508 -0.67382 2.34248 0.50 -0.35 -0.49
H 0.93408 0.57721 1.69079 0.08 0.41 -0.18
H 1.12355 2.69066 2.90409 0.09 0.05 0.04
H -1.89681 4.43445 0.45659 -0.03 -0.15 -0.01
H -2.22278 2.28752 -0.69939 0.58 -0.01 0.19
```
Forces are in eV/Å.

# 4
DFT (ωB97M-V with the def2-TZVPD basis set) results for an isolated molecule of C5H3N3 at a distorted geometry.

Structure (SMILES) = C#Cc1cncnn1
LUMO energy = -0.6 eV
Relative energy (zero: lowest compared OMol25 entry of this formula, charge and spin) = 4.7958 eV
Calculated total energy = -356.39582 a.u.
Gap between HOMO and LUMO = 9.03 eV

```
11
Properties=species:S:1:pos:R:3:forces:R:3
C -0.51153 1.77711 -2.42286 -1.28 -3.68 1.09
C -0.19118 0.74575 -1.70907 -1.26 6.12 -3.02
C 0.14944 0.05441 -0.47995 2.88 -0.16 -2.85
C -0.65324 -0.02004 0.53199 -6.62 1.15 5.42
N -0.52643 -0.90008 1.58238 -1.12 2.84 -0.60
C 0.66020 -1.39588 1.79000 0.60 0.82 -3.18
N 1.66123 -1.17901 0.88285 -0.94 1.65 -1.32
N 1.34080 -0.46136 -0.26177 2.78 -2.81 1.54
H -1.23743 2.45178 -3.18630 2.80 -2.25 2.53
H -1.52817 0.85351 0.58004 1.76 -2.97 0.03
H 0.83631 -1.92619 2.69269 0.40 -0.72 0.35
```
Forces are in eV/Å.

# 5
DFT (ωB97M-V with the def2-TZVPD basis set) results for a cluster of 7 separate species, C13H31N5O14 in total at a distorted geometry.

Structure (SMILES) = C[N+](=O)[O-].C[N+](=O)[O-].C[N+](=O)[O-].C[N+](=O)[O-].C[N+](=O)[O-].CCOC(C)=O.CCOC(C)=O
LUMO energy = -0.1 eV
Relative energy (zero: lowest compared OMol25 entry of this formula, charge and spin) = 0.0000 eV
Calculated total energy = -1840.53012 a.u.
Gap between HOMO and LUMO = 10.24 eV

```
63
Properties=species:S:1:pos:R:3:forces:R:3
C 5.70750 -3.76120 3.59560 0.85 0.09 -0.56
N 4.67738 -3.03787 2.81993 -0.74 -1.81 -0.05
O 4.68523 -3.13573 1.60087 0.13 0.50 0.78
O 3.85258 -2.50021 3.50665 -0.89 1.16 -0.13
H 6.43491 -2.95366 3.67842 0.68 -0.62 0.16
H 6.00088 -4.61457 2.98422 0.42 0.33 0.13
H 5.39455 -4.08191 4.58924 -0.45 0.35 -0.33
C 4.60210 6.78433 5.90866 0.83 0.51 -0.48
N 3.23366 6.86998 6.38666 -1.04 -1.05 -0.52
O 2.96208 7.62305 7.25904 -0.07 1.81 1.74
O 2.42355 6.11033 5.89621 0.06 -0.48 -0.64
H 4.93993 5.80472 6.24680 0.28 0.15 -0.48
H 5.19584 7.60781 6.30546 -0.18 -0.28 0.36
H 4.55429 6.94432 4.83152 0.12 -0.66 0.02
C -9.36702 0.73036 0.72063 1.14 1.07 0.80
N -9.65284 -0.40506 -0.11868 -2.32 -1.05 -2.64
O -8.75700 -0.89397 -0.80095 -0.95 0.21 1.12
O -10.88259 -0.67755 -0.24346 2.89 0.14 0.55
H -8.31912 1.01413 0.62323 -0.02 -0.35 -0.09
H -9.54429 0.46005 1.76160 -0.42 0.23 -0.18
H -9.94747 1.56780 0.33350 -0.31 -0.25 0.44
C -1.08274 5.84957 -1.62988 -0.27 -0.14 0.16
N -1.87218 6.88040 -0.86422 -0.83 0.28 0.11
O -1.49166 7.25026 0.22820 0.44 -0.34 -0.36
O -2.91410 7.26706 -1.37718 0.71 -0.33 -0.11
H -0.64892 6.31676 -2.51398 -0.03 0.12 0.24
H -1.81211 5.10725 -1.95401 0.09 0.10 0.04
H -0.33599 5.39842 -0.97647 -0.11 0.30 -0.08
C -3.84250 -2.27492 7.48078 1.58 -0.62 -0.29
N -4.52595 -1.14004 8.13721 2.15 -0.86 2.19
O -3.89627 -0.52138 9.00908 -0.73 -0.47 -1.33
O -5.65733 -0.98402 7.83849 -2.10 0.91 -0.57
H -4.45641 -3.15783 7.30279 -0.58 0.69 -0.12
H -3.00777 -2.63782 8.08046 -0.08 0.52 0.24
H -3.41008 -1.86983 6.56590 -0.24 -0.18 -0.13
C 5.45537 -6.23676 -9.35072 0.57 0.21 -0.26
C 5.20624 -5.03967 -10.23819 -1.89 -0.14 1.04
O 5.08919 -3.87842 -9.31824 0.65 -0.37 -0.59
C 3.98529 -3.12954 -9.27337 -2.85 0.24 -1.07
C 3.88062 -2.32423 -7.93524 0.12 -0.41 -0.94
O 3.09316 -3.09734 -10.15106 2.69 -0.23 2.39
H 6.52457 -6.16395 -9.15170 -0.08 -0.74 0.66
H 5.20302 -7.13804 -9.90938 0.33 -0.10 -0.02
H 4.84255 -6.24008 -8.44931 0.19 0.19 -0.01
H 6.01686 -4.99044 -10.96522 -0.25 0.85 0.06
H 4.22586 -5.20104 -10.68644 0.19 0.59 -0.49
H 3.59162 -2.90613 -7.06004 0.04 -0.65 -0.35
H 3.08437 -1.58662 -8.03534 0.41 0.21 -0.22
H 4.86007 -1.92028 -7.67909 -0.14 0.33 -0.17
C -2.85263 1.53107 2.53340 0.50 0.89 0.01
C -1.47613 0.92211 2.15412 -2.30 -0.78 -0.23
O -1.42357 0.52893 0.73490 0.54 1.02 0.04
C -1.59218 -0.74732 0.33596 0.83 -0.45 1.34
C -0.95343 -1.04613 -1.00119 0.34 -0.29 -0.45
O -2.01822 -1.58131 1.09076 -0.46 -0.27 -0.24
H -2.71126 2.13126 3.43223 0.10 -0.29 0.41
H -3.62502 0.78994 2.73895 0.21 -0.11 -0.20
H -3.25923 2.29417 1.86971 0.18 -0.29 -0.58
H -0.64097 1.58565 2.37842 -0.09 -0.15 -0.42
H -1.49204 0.03500 2.78728 0.88 -0.21 -0.29
H -0.56708 -2.06276 -1.07404 -0.19 -0.18 0.79
H -0.06796 -0.42269 -1.12520 -0.39 0.35 -0.30
H -1.61916 -1.04443 -1.86427 -0.17 0.76 0.14
```
Forces are in eV/Å.

# 6
DFT (ωB97M-V with the def2-TZVPD basis set) results for an isolated molecule of C4H7OP at a distorted geometry.

Structure (SMILES) = O=[P@@H]1C=CCC1
LUMO energy = 0.8 eV
Relative energy (zero: lowest compared OMol25 entry of this formula, charge and spin) = 0.8761 eV
Calculated total energy = -573.16305 a.u.
Gap between HOMO and LUMO = 10.58 eV

```
13
Properties=species:S:1:pos:R:3:forces:R:3
O -2.33067 -1.45416 -0.39009 0.21 0.27 0.27
P -1.02575 -0.76113 -0.56418 -1.31 -1.84 1.62
C 0.45064 -1.46509 0.30518 -0.47 4.41 -0.33
C 1.25713 -0.39071 0.53287 0.04 -1.73 0.89
C 0.85348 0.96167 0.14417 -4.45 1.37 0.06
C -0.89258 0.94657 -0.09244 3.66 0.72 -2.28
H -0.60283 -0.94590 -1.81179 0.69 0.44 -2.12
H 0.44750 -2.46158 0.61686 0.62 -1.31 0.35
H 2.19506 -0.34896 1.08423 0.06 -0.81 -0.04
H 1.01976 1.78001 0.86140 0.32 -0.63 -0.09
H 1.14912 1.29162 -0.80005 1.20 0.39 -1.53
H -1.21551 1.06661 0.86902 -1.34 0.17 2.48
H -1.30533 1.78104 -0.75519 0.78 -1.44 0.72
```
Forces are in eV/Å.

The lowest calculated total energy belongs to which entry?
C23H35N2O13

Which of these has the highest calculated total energy?
C5H3N3

The lowest LUMO energy belongs to which entry?
C23H35N2O13

What is the formula in the third record?
C18H17F6N2O